Formula: C6H11NOS2
Source: OMol25
Level of theory: wB97M-V/def2-TZVPD

The geometry in XYZ format:
```
21
Properties=species:S:1:pos:R:3
C 1.860 0.207 -1.786
C 0.918 1.120 -1.629
C 0.202 3.175 -0.781
C -0.449 0.282 1.579
C -1.184 -1.049 1.431
C -0.733 -1.856 0.229
H 1.648 -0.697 -2.345
H 2.849 0.342 -1.365
H -0.091 1.043 -2.028
H -0.734 2.881 -1.268
H 0.625 0.124 1.721
H -0.585 0.891 0.681
H -0.835 0.833 2.444
H -1.070 -1.645 2.345
H -2.257 -0.863 1.304
H -0.495 -3.516 1.427
H -0.152 -3.743 -0.260
N -0.437 -3.136 0.495
O 1.179 2.276 -0.918
S 0.373 4.561 0.022
S -0.635 -1.231 -1.298
```

The frontier orbital gap is 8.66 eV. The value obtained for the energy above the lowest of the compared OMol25 structures with the same formula, charge and spin is 10.2 kcal per mole. For the strongest force on any atom, the calculation gives 0.033 hartree/bohr. The energy comes out at -1161.528160 Ha.